Here is a cluster of 2 separate species, C2H9N6 in total in a non-equilibrium geometry from OMol25. Energies are from ωB97M-V with the def2-TZVPD basis set.

Atoms and positions in Å:
C  -0.881  -0.206  0.812
C  2.251  -0.933  -0.037
N  -1.954  -0.931  0.757
N  2.917  -0.207  0.638
N  1.285  -1.452  -0.525
N  -1.484  0.790  -1.140
N  -0.636  0.666  -0.096
N  0.498  1.518  0.126
H  -0.201  -0.447  1.612
H  -2.301  -1.685  1.387
H  3.866  -0.045  0.859
H  1.295  1.115  -0.452
H  1.042  -2.398  -0.578
H  -2.005  1.655  -1.214
H  -1.287  0.451  -2.129
H  -2.666  -0.402  0.254
H  0.263  2.511  -0.273

For the electronic energy, the calculation gives -11151.37718 eV. Its charge is +1. Its HOMO-LUMO gap is 10.6 eV.

Here is the ion C9H15ClNO with charge +1 in a non-equilibrium geometry from OMol25. Energies are from ωB97M-V with the def2-TZVPD basis set.

Atoms and positions in Å:
C  1.518  0.658  -1.364
C  -2.041  1.005  -0.153
C  -2.822  -0.134  -0.778
C  -1.501  -1.932  -0.259
C  0.194  -0.051  -1.010
C  -0.334  -0.990  0.052
C  2.715  0.292  -0.438
C  0.525  -1.491  1.186
C  2.869  1.161  0.718
N  -0.624  0.426  0.110
O  -2.707  -1.280  -0.041
Cl  3.492  -1.095  -0.367
H  1.759  0.465  -2.428
H  1.435  1.715  -1.213
H  -1.734  1.790  -1.009
H  -2.585  1.402  0.657
H  -3.845  0.171  -0.902
H  -2.460  -0.355  -1.760
H  -1.438  -2.168  -1.388
H  -1.377  -2.835  0.288
H  1.194  -2.268  1.013
H  -0.038  -1.825  2.127
H  1.174  -0.736  1.656
H  3.207  0.533  1.570
H  1.943  1.762  0.813
H  3.679  2.046  0.479
H  -0.305  0.948  0.895

For the electronic energy, the calculation gives -25623.62211 eV. Its charge is +1. Its HOMO-LUMO gap (spin up / spin down) is 9.2 / 5.9 eV.

Here is a cluster of 11 separate species, H22O11 in total in a non-equilibrium geometry from OMol25. Energies are from ωB97M-V with the def2-TZVPD basis set.

Atoms and positions in Å:
O  -2.265  -1.557  0.611
H  -1.640  -2.157  0.258
H  -3.119  -2.025  0.689
O  -3.199  1.077  -0.253
H  -2.771  1.921  -0.397
H  -2.551  0.413  -0.119
O  -0.630  3.250  0.459
H  0.312  3.126  0.207
H  -0.472  3.628  1.306
O  1.567  1.141  1.410
H  1.975  0.335  1.665
H  1.924  1.725  2.006
O  0.249  1.864  -2.780
H  -0.183  1.160  -2.348
H  0.291  1.502  -3.672
O  -0.434  0.302  -0.391
H  0.254  0.873  -0.038
H  -0.235  -0.576  -0.086
O  1.724  2.914  -0.770
H  1.306  2.496  -1.527
H  1.999  2.115  -0.294
O  2.093  -1.592  -0.567
H  1.395  -2.229  -0.566
H  2.860  -2.098  -0.412
O  1.208  -3.491  1.239
H  0.830  -4.333  1.320
H  0.424  -2.947  1.579
O  -0.240  -2.973  -1.170
H  -0.659  -2.468  -1.864
H  0.235  -3.719  -1.520
O  -1.040  0.680  2.288
H  -0.105  0.922  2.407
H  -1.104  0.722  1.331

For the electronic energy, the calculation gives -22879.45851 eV. Its SMILES is O.O.O.O.O.O.O.O.O.O.O. Its HOMO-LUMO gap is 9.7 eV.

Here is a cluster of 3 separate species, C6H15NO2 in total in a non-equilibrium geometry from OMol25. Energies are from ωB97M-V with the def2-TZVPD basis set.

Atoms and positions in Å:
C  2.928  0.868  -0.399
C  1.601  1.640  -0.510
C  0.637  1.226  0.645
C  -0.412  0.270  0.098
C  -0.624  -0.968  0.552
C  -1.447  1.661  -1.485
N  -1.006  0.509  -1.184
H  3.313  0.757  0.623
H  2.979  0.067  -1.140
H  3.738  1.583  -0.590
H  1.953  2.697  -0.320
H  1.194  1.575  -1.492
H  1.214  0.760  1.464
H  0.148  2.082  1.116
H  -1.309  -1.650  0.053
H  -0.084  -1.149  1.479
H  -1.878  1.758  -2.468
H  -1.287  2.561  -0.911
H  -1.791  -1.564  2.848
H  -2.334  -0.282  3.191
O  -2.582  -1.045  2.651
H  1.438  -3.464  -1.174
H  0.143  -2.563  -1.422
O  0.512  -3.302  -0.937

For the electronic energy, the calculation gives -12047.90712 eV. Its SMILES is C=NC(=C)CCC.O.O. Its HOMO-LUMO gap is 9.5 eV.

Here is a structure of composition C18H29ClDyI2NP2S in a non-equilibrium geometry from OMol25. Energies are from ωB97M-V with the def2-TZVPD basis set.

Atoms and positions in Å:
I  4.085  -0.599  -5.156
I  4.078  -2.377  -3.051
Dy  1.243  -0.122  -1.472
P  3.203  1.235  -0.012
C  3.592  0.228  1.473
C  4.683  1.356  -1.085
H  5.553  1.858  -0.630
H  3.442  3.503  1.047
H  4.422  1.898  -2.008
H  2.353  3.472  -0.355
H  3.876  -0.789  1.132
H  4.983  0.369  -1.476
C  2.683  2.907  0.525
H  4.398  0.621  2.133
H  1.786  2.878  1.153
H  2.696  0.042  2.107
P  -0.807  -0.697  -3.309
C  -1.620  -2.280  -2.840
C  -2.102  0.600  -3.428
H  0.514  0.022  -5.218
H  -0.704  -1.147  -5.788
H  0.798  -1.631  -4.928
C  -0.025  -0.900  -4.954
H  -1.627  1.568  -3.625
H  -2.888  0.460  -4.181
H  -2.423  -2.661  -3.515
H  -2.046  -2.221  -1.809
H  -2.598  0.749  -2.462
H  -0.843  -3.072  -2.751
Cl  1.421  1.924  -2.932
N  -0.230  0.793  -0.043
S  -0.301  0.774  1.576
C  -1.980  1.220  2.088
C  -2.128  2.092  3.189
C  -3.397  2.369  3.694
C  -4.519  1.777  3.076
C  -4.365  0.923  1.968
C  -3.081  0.657  1.469
C  -0.256  -0.962  2.008
C  -0.823  -1.893  1.154
C  -0.850  -3.242  1.555
C  -0.270  -3.584  2.783
C  0.352  -2.640  3.633
C  0.362  -1.303  3.220
H  -0.979  1.408  -0.393
H  -1.191  2.477  3.610
H  -3.507  3.024  4.555
H  -5.515  1.988  3.467
H  -5.223  0.448  1.503
H  -2.902  -0.025  0.641
H  -1.274  -1.523  0.231
H  -1.342  -3.966  0.920
H  -0.298  -4.626  3.120
H  0.799  -2.911  4.593
H  0.790  -0.468  3.797

For the electronic energy, the calculation gives -102833.42988 eV. Its charge is +2. Its spin multiplicity is 6. Its HOMO-LUMO gap (spin up / spin down) is 6.5 / 7.2 eV.

Here is the molecule C8H9Cl3N2O3 in a non-equilibrium geometry from OMol25. Energies are from ωB97M-V with the def2-TZVPD basis set.

Atoms and positions in Å:
O  -3.053  1.120  -0.687
O  -2.220  3.016  0.110
Cl  -0.069  0.477  3.180
Cl  -1.663  2.864  4.549
Cl  -3.941  2.277  2.747
O  0.268  -0.896  0.760
C  -0.559  0.047  0.176
C  -1.310  1.282  2.261
C  -1.439  1.027  0.880
C  -2.236  2.092  3.087
N  -2.328  1.761  0.059
N  -0.533  -0.149  -1.120
C  0.342  -3.555  -2.655
C  1.033  -1.597  -0.253
C  -0.545  -2.454  -2.068
C  0.295  -1.276  -1.538
H  -1.093  0.407  -1.748
H  0.967  -4.002  -1.872
H  -0.312  -4.321  -3.066
H  0.982  -3.151  -3.446
H  2.069  -1.233  -0.295
H  1.044  -2.684  -0.043
H  -1.152  -2.905  -1.288
H  -1.239  -2.083  -2.833
H  0.997  -1.013  -2.327

For the electronic energy, the calculation gives -55126.70258 eV. Its SMILES is CC[C@@H]1CO/C(=C(\C(Cl)=C(Cl)Cl)[N+](=O)[O-])N1. Its HOMO-LUMO gap is 7.0 eV.

Which formula does entry 2 have? C9H15ClNO

Which of these has the lowest electronic energy? C18H29ClDyI2NP2S